Record 1
{
  "formula": "C2H8NO2",
  "method": "the ωB97M-V functional and the def2-TZVPD basis",
  "homo_energy_ha": -0.5135,
  "multiplicity": 1,
  "charge": 1,
  "orbital_gap_ev": 9.64,
  "de_lowest_kcal_mol": 95.63,
  "largest_force_ev_per_a": 4.96,
  "elements": ["O", "O", "N", "C", "C", "H", "H", "H", "H", "H", "H", "H", "H"],
  "coordinates": [[0.90822, -1.33613, -0.89576], [-0.81408, 0.11587, -1.43212], [0.93088, 1.00027, -0.34563], [-0.85475, -0.42525, 1.67700], [0.11672, -0.27403, -0.51365], [-0.67538, 0.67069, 1.90604], [0.30586, 1.77973, -0.26223], [1.40266, 0.95718, 0.50712], [-0.21754, -1.17659, 2.18057], [0.74909, -1.25776, -1.86246], [-1.64602, -0.50706, -1.42936], [1.64136, 1.11256, -1.06573], [-1.84703, -0.65949, 1.53620]]
}

Record 2
{
  "formula": "C7H6Br2N2S",
  "method": "the ωB97M-V functional and the def2-TZVPD basis",
  "homo_energy_ha": -0.3227,
  "multiplicity": 1,
  "orbital_gap_ev": 9.06,
  "de_lowest_kcal_mol": 29.51,
  "largest_force_ev_per_a": 3.97,
  "elements": ["Br", "Br", "S", "N", "N", "C", "C", "C", "C", "C", "C", "C", "H", "H", "H", "H", "H", "H"],
  "coordinates": [[-3.44058, -0.85385, 1.73105], [0.85295, 0.81699, -3.18264], [1.56397, -1.16568, 0.27821], [2.75004, -0.48383, 0.96054], [0.07302, -1.20471, 1.34128], [-2.65155, 0.04959, -0.94570], [-0.77317, -0.71586, 0.42314], [0.01430, -0.43665, -0.72448], [-0.37721, 0.20875, -1.86609], [-1.77634, 0.44125, -1.92682], [2.92247, 0.91963, 1.32629], [-2.15177, -0.54565, 0.21198], [2.04319, 1.62819, 1.01744], [-0.04792, -2.09878, 1.87032], [-2.15035, 0.94444, -2.85155], [3.00778, 1.00989, 2.47817], [-3.77817, 0.27221, -1.09690], [3.91933, 1.21406, 0.95574]]
}

Record 3
{
  "formula": "C25H49Br12N2O",
  "method": "the ωB97M-V functional and the def2-TZVPD basis",
  "homo_energy_ha": -0.4128,
  "multiplicity": 1,
  "charge": 1,
  "orbital_gap_ev": 8.05,
  "largest_force_ev_per_a": 8.29,
  "elements": ["Br", "Br", "Br", "Br", "Br", "Br", "Br", "Br", "Br", "Br", "Br", "Br", "O", "N", "N", "C", "C", "C", "C", "C", "C", "C", "C", "C", "C", "C", "C", "C", "C", "C", "C", "C", "C", "C", "C", "C", "C", "C", "C", "C", "H", "H", "H", "H", "H", "H", "H", "H", "H", "H", "H", "H", "H", "H", "H", "H", "H", "H", "H", "H", "H", "H", "H", "H", "H", "H", "H", "H", "H", "H", "H", "H", "H", "H", "H", "H", "H", "H", "H", "H", "H", "H", "H", "H", "H", "H", "H", "H", "H"],
  "coordinates": [[0.65458, 0.55349, -5.68416], [2.27658, 5.98098, 0.03279], [0.65057, -4.54419, 5.50433], [-5.25815, -1.20899, -7.53453], [3.80738, 3.84165, 3.90274], [-8.44271, -0.98116, -3.16535], [3.33513, 7.29466, 5.12794], [-2.40945, -3.86809, 7.46049], [-6.49436, 2.15399, -3.01626], [-3.36711, -0.01070, -4.59590], [4.52620, 3.98710, -2.11455], [2.06516, 0.40002, -2.27328], [-2.12680, -3.77560, 1.65951], [1.86430, -1.79693, -0.84745], [2.67039, -4.03364, -0.58279], [2.85746, -2.42296, 1.75325], [-2.24267, -2.33298, 1.92493], [-6.77075, 0.92432, -4.50428], [-3.33828, -0.95367, -7.30279], [1.57752, -2.35429, -2.22428], [3.73588, 6.55888, -1.12533], [-0.11406, 0.03896, 1.30335], [2.82862, 0.25810, 2.44215], [-1.55791, -0.06441, 0.49445], [-8.18608, 0.39669, -4.52199], [-1.49449, -4.50302, 2.77042], [2.19931, 6.21381, 3.96758], [2.17279, 4.77207, 4.41764], [2.14632, -3.87737, -2.01204], [0.74514, 1.93079, -4.30590], [2.47876, -2.72554, 0.18020], [0.22783, -4.98737, 7.35570], [3.76645, 5.75917, -2.40650], [-1.21518, -5.40979, 7.50106], [2.05509, 1.86858, -3.55622], [-2.20706, -1.56943, 0.47400], [0.80480, 1.32400, 0.87695], [2.40889, 1.17458, 1.15484], [3.74571, -1.06689, 1.99306], [-2.89547, -1.36419, -5.91814], [1.95672, -0.03508, 3.16395], [4.65730, 6.47963, -0.54160], [-0.12985, 1.79765, -3.66349], [0.40549, 2.34966, 1.32647], [3.53269, 7.61324, -1.33305], [3.03179, 0.79925, 0.21058], [2.92237, 1.72963, -4.20789], [0.65333, 2.87798, -4.84490], [3.57865, 0.91925, 3.09471], [2.06683, 4.65677, 5.50006], [2.57013, 6.34361, 2.94696], [2.81605, 2.27831, 1.35811], [1.20466, 6.66153, 4.04726], [2.11743, -4.67489, -2.87014], [0.89877, -5.81298, 7.61032], [-1.80540, -1.44140, -5.86901], [-1.38506, -5.87466, 8.47633], [-0.55145, -5.07483, 2.32108], [-1.54913, -6.09313, 6.71520], [-1.58253, -2.25014, -0.27337], [-6.56831, 1.51526, -5.40230], [4.39178, -0.86543, 1.03175], [0.67962, 1.44566, -0.30444], [1.36651, 4.22702, 3.91819], [1.59227, -0.79305, -0.76278], [-3.33726, -2.30665, -5.58237], [1.81708, -2.24357, 2.30930], [-1.18928, -3.84511, 3.68860], [4.42444, 6.23270, -3.14097], [1.08157, -1.81255, -3.13548], [0.40175, -1.00609, 1.20230], [-3.33661, -1.51468, 0.09562], [4.43108, -1.28294, 2.94620], [-8.40184, -0.09807, -5.47319], [-2.25941, -5.32167, 3.15466], [-2.32587, 0.75195, 0.86967], [-3.33631, -2.16717, 2.37211], [2.19877, 2.77139, -2.95547], [-1.50344, -1.91334, 2.72892], [-6.01532, 0.13860, -4.41415], [-0.38793, 0.16818, 2.45806], [2.77804, 5.61381, -2.85153], [-1.33820, 0.21832, -0.64421], [-8.93965, 1.16810, -4.34015], [0.48791, -4.11421, 7.96076], [-3.12521, 0.09370, -7.53439], [3.31596, -3.39028, 2.27566], [-2.87385, -1.59017, -8.06126], [3.08257, -4.90973, -0.18234]]
}

Record 4
{
  "formula": "C7H7N",
  "method": "the ωB97M-V functional and the def2-TZVPD basis",
  "homo_energy_ha": -0.3143,
  "multiplicity": 1,
  "orbital_gap_ev": 9.03,
  "de_lowest_kcal_mol": 74.97,
  "smiles": "C#CC1(N)C=CC=C1",
  "largest_force_ev_per_a": 3.78,
  "elements": ["N", "C", "C", "C", "C", "C", "C", "C", "H", "H", "H", "H", "H", "H", "H"],
  "coordinates": [[-0.65188, -1.68820, -0.32960], [-1.64504, 0.50220, -0.04870], [-2.63424, 1.22788, -0.01283], [1.94782, 0.45435, -0.49609], [1.83397, 0.37955, 0.92075], [0.78887, 0.13398, -1.10655], [0.60623, -0.17778, 1.24530], [-0.25145, -0.35294, -0.09582], [-3.46457, 1.92741, -0.03311], [2.98347, 0.60856, -0.95012], [-1.35273, -1.90188, 0.36362], [2.62462, 0.66104, 1.66508], [0.31156, -0.57457, 2.21558], [-0.98105, -1.87153, -1.25148], [0.56486, -0.03502, -2.13879]]
}

Record 5
{
  "formula": "C19H34AlBeCl2F2N3O8P",
  "method": "the ωB97M-V functional and the def2-TZVPD basis",
  "homo_energy_ha": -0.3001,
  "multiplicity": 1,
  "charge": 1,
  "orbital_gap_ev": 1.41,
  "largest_force_ev_per_a": 5.51,
  "elements": ["Cl", "Cl", "P", "Al", "F", "F", "O", "O", "O", "O", "O", "O", "O", "O", "N", "N", "N", "C", "C", "C", "C", "C", "C", "C", "C", "C", "C", "C", "C", "C", "C", "C", "C", "C", "C", "C", "Be", "H", "H", "H", "H", "H", "H", "H", "H", "H", "H", "H", "H", "H", "H", "H", "H", "H", "H", "H", "H", "H", "H", "H", "H", "H", "H", "H", "H", "H", "H", "H", "H", "H", "H"],
  "coordinates": [[-1.77187, -0.18180, 2.51721], [-0.67256, -0.28625, 5.68099], [2.73640, 3.31632, 0.87833], [3.49926, -0.31607, -2.73227], [-4.65864, -2.40379, -3.46430], [2.23061, 5.63885, 3.92582], [-1.36053, -4.61470, -6.19822], [-4.09016, 0.25282, 0.06963], [-0.63526, 4.87333, 2.80153], [2.68098, 2.96601, 2.49935], [0.56869, 6.54302, 3.11227], [2.14447, -3.81276, -2.30155], [-3.80694, -1.94113, 0.47354], [0.66771, 5.51927, 1.12135], [-8.49094, -3.05043, -1.33201], [3.10291, 4.29374, -2.75155], [4.98519, -1.76896, -1.59452], [1.32605, -3.98973, -3.20011], [-9.53530, -1.01491, -0.05241], [1.25667, 1.07393, 3.45716], [-0.01752, -3.40082, -3.14727], [4.33946, 0.94035, 1.13451], [-0.89971, -3.60588, -4.12611], [-8.94024, -2.15511, -0.77064], [-4.30107, -0.95357, -0.05937], [-2.27423, -0.81171, 5.08840], [4.22576, 2.27100, 0.25368], [4.14094, -1.04004, -0.58677], [-2.20697, -1.42843, 3.72046], [0.78793, -5.02065, -5.36129], [1.66642, -4.81671, -4.38101], [-0.56273, -4.43136, -5.31022], [5.09758, -0.21368, 0.35316], [0.22689, 5.62846, 2.27726], [1.37203, 2.56508, 2.98676], [-5.41246, -1.26926, -1.11747], [2.63164, 7.26979, 4.53810], [0.75272, 0.54072, 2.63632], [3.29363, 0.59678, 1.26736], [5.15225, 2.86253, 0.33081], [-2.66520, -1.52441, 5.81362], [-5.80654, -0.35964, -1.56307], [3.37953, -0.28554, -1.03794], [-2.92437, 0.06088, 5.08164], [0.57555, 2.72500, 2.24201], [4.47562, -2.63851, -1.79653], [-9.17131, -0.08050, -0.47685], [0.72465, 0.99318, 4.42728], [2.59814, 4.80201, -3.48260], [1.01973, -5.62259, -6.23058], [4.08797, 4.56684, -2.76239], [-3.17950, -1.83443, 3.44435], [-4.95507, -1.89960, -1.92222], [4.80556, 1.16478, 2.10210], [-1.89209, -3.18575, -4.10434], [1.17526, 3.18330, 3.87679], [3.54254, -1.76609, -0.00947], [-6.23797, -1.81269, -0.65761], [5.12698, -1.20320, -2.44860], [-9.26244, -1.05906, 1.00073], [3.02548, 3.29054, -2.91858], [2.28628, 0.65755, 3.50731], [1.57535, 2.82869, 0.19804], [5.44926, -0.95659, 1.09029], [-0.24837, -2.80214, -2.27663], [2.69400, 4.52105, -1.82575], [5.91191, 0.24129, -0.23782], [2.66207, -5.24269, -4.40028], [-10.61964, -1.04869, -0.14172], [4.07443, 1.89596, -0.79112], [-1.47690, -2.23317, 3.66302]]
}

Record 6
{
  "formula": "C2H6O2S",
  "method": "the ωB97M-V functional and the def2-TZVPD basis",
  "homo_energy_ha": -0.3528,
  "multiplicity": 1,
  "orbital_gap_ev": 10.24,
  "de_lowest_kcal_mol": 11.96,
  "smiles": "O=CO.CS",
  "largest_force_ev_per_a": 1.15,
  "elements": ["S", "O", "O", "C", "C", "H", "H", "H", "H", "H", "H"],
  "coordinates": [[-1.10990, 0.67295, 0.28483], [1.70103, -0.88967, 1.18904], [3.47692, -1.02903, -0.21740], [3.00810, -0.67230, 0.81201], [-2.51623, 0.20931, -0.77462], [1.16769, -0.44936, 0.49731], [3.54411, -0.12794, 1.60574], [-2.68714, -0.85995, -0.80029], [-3.37194, 0.77209, -0.42649], [-0.90600, 1.80903, -0.39034], [-2.30663, 0.56487, -1.77981]]
}